[1]
ORCA calculation (ωB97M-V/def2-TZVPD) on a molecular structure, C18H30NO2 at a distorted geometry.

Output
Maximum force, eV Å⁻¹: 18.13
Lowest unoccupied orbital energy, eV: -2.25
ΔE to the lowest compared entry with this formula, charge and spin, eV: 14.612
E_tot, hartree: -908.371023
Highest occupied orbital energy, eV: -12.04
Gap between HOMO and LUMO, eV: 9.7890
Total charge: +1

Each line ends with the Mulliken charge.
Positions of all 51 atoms, in Å:
1 C -0.942 2.213 -1.133  -0.526
2 C -1.276 2.630 -0.050  -0.173
3 C -2.356 2.093 0.743  -0.935
4 C -2.932 0.657 0.189  -0.101
5 C -4.083 0.435 -0.746  -0.435
6 C -4.582 -0.684 -1.073  -0.538
7 C -3.905 -1.874 -0.679  -0.498
8 C -2.710 -1.673 -0.161  -0.819
9 C -2.328 -0.459 0.399  1.441
10 O -1.139 -0.365 1.315  -0.172
11 C -0.379 -1.193 1.595  -0.803
12 C 0.555 -1.551 0.300  0.819
13 O 1.807 -2.563 0.737  -0.571
14 H 1.518 -3.101 1.323  0.253
15 H 0.135 -2.223 -0.518  0.179
16 C 1.082 -0.323 -0.044  0.169
17 N 2.661 -0.332 -0.041  -0.012
18 H 2.847 -1.083 0.508  0.637
19 C 3.439 -0.202 -1.481  0.241
20 C 2.942 -1.593 -1.944  -1.153
21 H 3.612 -1.842 -2.970  0.356
22 H 2.939 -2.363 -1.194  0.388
23 H 1.960 -1.519 -2.416  0.362
24 C 3.014 0.908 -2.184  -1.233
25 H 2.014 1.177 -2.786  0.187
26 H 3.590 1.804 -1.992  0.458
27 H 3.561 0.457 -3.314  0.325
28 H 4.438 -0.169 -1.201  0.551
29 C 3.053 0.936 0.866  0.136
30 C 3.183 0.488 2.282  -1.464
31 H 3.578 1.428 2.777  0.421
32 H 2.110 0.301 2.440  0.221
33 H 3.790 -0.324 2.370  0.397
34 C 2.316 2.137 0.580  -1.131
35 H 1.403 2.192 1.213  0.576
36 H 2.996 3.292 0.987  0.304
37 H 2.088 2.472 -0.598  0.093
38 H 4.160 1.166 0.693  0.466
39 H 0.806 -0.136 -1.183  -0.181
40 H 0.565 0.637 0.496  -0.580
41 H -0.785 -2.386 1.986  0.221
42 H 0.124 -1.021 2.694  0.290
43 H -2.256 -2.653 0.199  0.221
44 H -4.179 -2.836 -1.224  0.314
45 H -5.509 -0.577 -1.823  0.246
46 H -4.504 1.450 -0.821  0.374
47 H -3.270 2.593 0.862  0.661
48 H -2.016 1.712 1.828  0.122
49 H -0.982 3.628 0.289  0.380
50 H -1.542 1.408 -1.646  0.195
51 H -0.205 2.792 -1.812  0.322



[2]
ORCA calculation (ωB97M-V/def2-TZVPD) on 19 unconnected molecules or ions with the total composition C95H95N19 at a distorted geometry.

Output
Maximum force, eV Å⁻¹: 6.75
Lowest unoccupied orbital energy, eV: 0.37
ΔE to the lowest compared entry with this formula, charge and spin, eV: 5.929
E_tot, hartree: -4717.087879
Highest occupied orbital energy, eV: -9.21
Gap between HOMO and LUMO, eV: 9.5784

Each line ends with the Mulliken charge.
Positions of all 209 atoms, in Å:
1 N 8.277 -4.311 -3.670  -0.639
2 C 7.827 -3.415 -2.759  -0.200
3 C 6.540 -2.786 -2.801  -0.050
4 C 5.807 -2.990 -4.018  -0.620
5 C 6.417 -3.751 -4.986  -0.297
6 C 7.515 -4.470 -4.771  -0.380
7 H 8.475 -3.096 -1.956  0.407
8 H 6.165 -2.168 -1.998  0.551
9 H 4.871 -2.484 -4.206  0.515
10 H 5.937 -3.847 -5.948  0.352
11 H 7.966 -4.837 -5.681  0.353
12 N 5.943 -4.501 4.026  -0.607
13 C 4.931 -4.196 3.194  -0.446
14 C 4.997 -4.184 1.828  -0.230
15 C 6.249 -4.541 1.323  0.113
16 C 7.281 -4.962 2.172  -0.484
17 C 7.080 -4.904 3.504  -0.328
18 H 4.026 -3.893 3.699  0.500
19 H 4.151 -4.117 1.160  0.324
20 H 6.338 -4.669 0.254  0.366
21 H 8.170 -5.380 1.724  0.432
22 H 7.888 -5.260 4.126  0.362
23 N -0.281 3.971 -3.736  -0.513
24 C -0.765 2.723 -3.697  -0.777
25 C -2.082 2.416 -3.428  -0.175
26 C -2.899 3.505 -2.986  0.353
27 C -2.482 4.832 -3.188  -0.341
28 C -1.166 5.019 -3.621  -0.527
29 H -0.160 1.875 -3.982  0.401
30 H -2.459 1.404 -3.419  0.737
31 H -3.958 3.333 -2.863  0.054
32 H -3.068 5.685 -2.879  0.465
33 H -0.688 5.988 -3.612  0.351
34 N -5.476 -2.093 -7.211  -0.587
35 C -4.959 -3.269 -6.747  -0.164
36 C -3.636 -3.546 -6.466  -0.022
37 C -2.741 -2.545 -6.584  -0.526
38 C -3.199 -1.255 -6.928  -0.156
39 C -4.566 -1.049 -7.219  -0.448
40 H -5.729 -4.013 -6.602  0.410
41 H -3.442 -4.542 -6.094  0.194
42 H -1.724 -2.672 -6.241  0.439
43 H -2.495 -0.436 -6.951  0.417
44 H -4.937 -0.082 -7.525  0.447
45 N 2.563 1.807 10.387  -0.570
46 C 1.284 1.903 10.096  -0.223
47 C 0.752 1.884 8.798  -0.567
48 C 1.622 1.712 7.750  -0.256
49 C 3.004 1.530 8.032  0.014
50 C 3.453 1.699 9.384  -0.399
51 H 0.639 2.300 10.866  0.352
52 H -0.300 2.084 8.654  0.447
53 H 1.221 1.679 6.748  0.664
54 H 3.724 1.487 7.228  0.186
55 H 4.498 1.551 9.613  0.371
56 N 4.643 0.721 -6.006  -0.546
57 C 3.842 0.063 -6.878  -0.318
58 C 2.627 -0.456 -6.558  -0.570
59 C 2.298 -0.445 -5.193  -0.454
60 C 3.205 0.120 -4.280  0.594
61 C 4.352 0.647 -4.704  -0.353
62 H 4.183 -0.085 -7.892  0.342
63 H 2.029 -0.948 -7.311  0.419
64 H 1.351 -0.738 -4.766  0.532
65 H 2.860 0.011 -3.262  -0.045
66 H 5.025 1.165 -4.036  0.457
67 N -1.526 -3.416 4.387  -0.526
68 C -2.278 -2.513 3.673  -0.467
69 C -3.241 -2.910 2.769  -0.105
70 C -3.495 -4.231 2.581  -0.447
71 C -2.684 -5.170 3.242  -0.384
72 C -1.750 -4.746 4.146  -0.422
73 H -2.239 -1.454 3.879  0.613
74 H -3.797 -2.186 2.192  0.499
75 H -4.277 -4.642 1.959  0.418
76 H -2.889 -6.219 3.088  0.424
77 H -1.006 -5.381 4.603  0.389
78 N -0.826 0.577 1.277  0.249
79 C -1.230 0.101 0.100  -1.147
80 C -0.339 -0.312 -0.920  -0.923
81 C 1.058 -0.181 -0.688  -0.306
82 C 1.420 0.350 0.580  -0.466
83 C 0.508 0.770 1.510  -0.671
84 H -2.294 0.143 -0.081  0.833
85 H -0.642 -0.699 -1.882  0.815
86 H 1.850 -0.359 -1.400  0.523
87 H 2.469 0.503 0.789  0.651
88 H 0.797 1.174 2.469  0.334
89 N -2.977 1.961 5.472  -0.357
90 C -2.614 1.988 4.158  -0.472
91 C -3.554 2.077 3.091  -0.310
92 C -4.891 2.332 3.451  -0.492
93 C -5.320 2.117 4.796  -0.460
94 C -4.304 1.906 5.756  -0.439
95 H -1.584 1.748 3.940  0.645
96 H -3.254 2.056 2.053  0.574
97 H -5.638 2.569 2.708  0.464
98 H -6.345 2.098 5.135  0.424
99 H -4.574 1.725 6.786  0.369
100 N 6.192 0.122 -0.008  0.093
101 C 6.588 -1.011 0.672  -0.737
102 C 7.912 -1.489 0.588  -0.414
103 C 8.774 -0.929 -0.189  -0.394
104 C 8.392 0.103 -1.023  -0.653
105 C 7.079 0.623 -0.840  -0.250
106 H 5.818 -1.377 1.337  0.644
107 H 8.175 -2.290 1.263  0.384
108 H 9.803 -1.254 -0.235  0.412
109 H 9.096 0.536 -1.717  0.462
110 H 6.728 1.550 -1.267  0.443
111 N 2.898 0.403 4.127  -0.155
112 C 3.710 -0.522 4.752  -0.592
113 C 5.002 -0.229 5.236  -0.340
114 C 5.478 1.097 5.035  -0.484
115 C 4.728 2.057 4.342  -0.910
116 C 3.360 1.705 3.986  -0.123
117 H 3.269 -1.493 4.924  0.530
118 H 5.573 -0.994 5.741  0.513
119 H 6.490 1.300 5.352  0.430
120 H 5.113 3.066 4.349  0.495
121 H 2.634 2.402 3.596  0.635
122 N -2.230 4.272 0.250  0.260
123 C -0.911 4.210 0.208  -0.579
124 C -0.085 5.123 0.831  -0.731
125 C -0.705 6.246 1.365  -0.500
126 C -2.098 6.308 1.428  -0.791
127 C -2.891 5.258 0.971  -0.212
128 H -0.515 3.403 -0.389  0.815
129 H 0.969 4.890 0.872  0.533
130 H -0.038 6.997 1.762  0.445
131 H -2.651 7.086 1.932  0.373
132 H -3.966 5.209 1.061  0.433
133 N -7.333 1.486 -4.072  -0.386
134 C -7.919 2.054 -5.144  -0.422
135 C -7.162 2.800 -6.114  -0.687
136 C -5.723 2.677 -6.104  -0.323
137 C -5.150 1.975 -5.062  -0.438
138 C -6.007 1.528 -4.019  -0.026
139 H -8.995 2.095 -5.057  0.414
140 H -7.721 3.345 -6.862  0.388
141 H -4.988 3.128 -6.755  0.483
142 H -4.092 2.028 -4.854  0.184
143 H -5.718 1.106 -3.067  0.803
144 N -3.303 -5.733 -3.345  -0.167
145 C -4.045 -6.638 -4.048  0.151
146 C -3.900 -8.000 -3.814  -0.878
147 C -3.065 -8.438 -2.818  -0.194
148 C -2.376 -7.546 -2.025  -0.623
149 C -2.539 -6.165 -2.326  -0.268
150 H -4.615 -6.248 -4.877  0.335
151 H -4.285 -8.727 -4.513  0.362
152 H -3.086 -9.490 -2.576  0.351
153 H -1.711 -7.824 -1.220  0.413
154 H -2.071 -5.363 -1.775  0.532
155 N -4.901 -3.397 -1.385  -0.238
156 C -5.756 -3.606 -2.387  -0.351
157 C -6.716 -2.699 -2.848  -0.768
158 C -6.755 -1.454 -2.193  -0.116
159 C -5.848 -1.178 -1.145  -0.017
160 C -4.902 -2.144 -0.793  -0.466
161 H -5.768 -4.637 -2.708  0.463
162 H -7.396 -2.832 -3.676  0.422
163 H -7.396 -0.614 -2.416  0.489
164 H -5.868 -0.202 -0.684  0.295
165 H -4.276 -1.948 0.065  0.273
166 N -5.956 2.682 -0.810  0.254
167 C -5.615 3.957 -0.833  0.122
168 C -6.386 5.031 -0.396  -0.621
169 C -7.708 4.842 0.003  -0.504
170 C -8.181 3.484 -0.028  -0.908
171 C -7.264 2.493 -0.470  -0.058
172 H -4.592 4.194 -1.087  0.040
173 H -5.930 6.009 -0.341  0.476
174 H -8.183 5.756 0.327  0.408
175 H -9.223 3.268 0.155  0.463
176 H -7.672 1.493 -0.491  0.306
177 N 3.237 -4.707 -1.132  -0.113
178 C 2.068 -4.758 -0.487  -0.583
179 C 1.488 -5.912 0.024  -0.574
180 C 2.256 -7.159 -0.076  -0.404
181 C 3.508 -7.124 -0.742  -0.650
182 C 3.961 -5.864 -1.257  -0.214
183 H 1.548 -3.823 -0.336  0.622
184 H 0.515 -5.956 0.489  0.613
185 H 1.865 -8.097 0.289  0.442
186 H 4.081 -7.993 -1.029  0.421
187 H 4.798 -5.828 -1.939  0.456
188 N 3.099 3.041 -1.630  -0.201
189 C 3.943 2.322 -0.882  -0.217
190 C 4.581 2.966 0.209  -0.402
191 C 4.423 4.319 0.413  -0.499
192 C 3.591 5.050 -0.358  -0.452
193 C 2.935 4.384 -1.366  -0.652
194 H 4.183 1.287 -1.074  0.698
195 H 5.184 2.522 0.987  0.548
196 H 4.963 4.645 1.289  0.347
197 H 3.430 6.104 -0.186  0.473
198 H 2.259 4.888 -2.040  0.398
199 N -1.684 7.056 5.132  -0.364
200 C -1.415 7.926 6.151  -0.199
201 C -0.765 7.579 7.331  -0.507
202 C -0.181 6.320 7.357  -0.276
203 C -0.442 5.387 6.351  -0.400
204 C -1.185 5.768 5.225  -0.430
205 H -1.792 8.930 6.024  0.371
206 H -0.437 8.296 8.070  0.351
207 H 0.492 6.106 8.174  0.403
208 H -0.073 4.372 6.346  0.475
209 H -1.383 5.077 4.418  0.586



[3]
ORCA calculation (ωB97M-V/def2-TZVPD) on a molecular structure, Cl8O32Pb6S8Zn2 at a distorted geometry.

Output
Maximum force, eV Å⁻¹: 7.05
Lowest unoccupied orbital energy, eV: 7.49
E_tot, hartree: -13990.155760
Highest occupied orbital energy, eV: 6.05
Gap between HOMO and LUMO, eV: 1.4381
Total charge: -8

Each line ends with the Mulliken charge.
Positions of all 56 atoms, in Å:
1 Pb -1.641 -1.868 -3.027  1.450
2 Pb -2.571 2.108 -1.393  1.011
3 Pb -3.443 -5.020 4.821  0.917
4 Pb 1.877 1.256 0.134  1.503
5 Pb 0.063 -0.438 7.684  1.229
6 Pb 2.102 -2.819 -1.716  1.359
7 Zn 0.132 -0.445 -7.467  0.765
8 Zn -0.018 1.355 3.375  0.135
9 S 4.036 -0.213 -1.981  1.201
10 O 4.759 0.960 -2.432  -0.645
11 O 2.516 -0.498 -2.349  -0.695
12 O 4.853 -1.417 -2.122  -0.714
13 O 3.649 0.223 -0.548  -0.739
14 S -0.807 -0.587 -0.173  1.094
15 O 0.467 -0.488 0.628  -0.781
16 O -1.965 -0.821 0.598  -0.456
17 O -0.904 0.477 -1.168  -0.499
18 O -0.517 -1.859 -0.868  -0.821
19 S 1.855 0.160 4.533  1.168
20 O 1.933 -1.273 4.603  -0.618
21 O 0.523 0.721 4.994  -0.346
22 O 2.802 0.695 5.543  -0.729
23 O 1.931 0.732 3.087  -0.451
24 S 0.957 -3.966 -4.293  0.972
25 O 0.403 -3.091 -2.939  -0.393
26 O 2.338 -4.156 -3.959  -0.744
27 O 0.097 -5.143 -4.530  -0.625
28 O 0.758 -2.837 -5.263  -0.577
29 S -1.739 0.131 -5.763  1.563
30 O -0.905 1.105 -6.484  -0.782
31 O -1.515 -1.196 -6.575  -0.733
32 O -1.318 0.100 -4.336  -0.485
33 O -3.124 0.489 -5.814  -0.703
34 S 0.487 0.350 10.282  1.227
35 O 0.813 1.730 10.236  -0.671
36 O 0.402 -0.324 11.546  -0.663
37 O -0.968 0.459 9.802  -0.777
38 O 1.341 -0.334 9.240  -0.489
39 S -2.434 1.753 2.233  1.505
40 O -1.981 0.504 2.867  -0.619
41 O -1.042 2.554 2.257  -0.691
42 O -2.786 1.632 0.834  -0.357
43 O -3.440 2.425 3.008  -0.636
44 S 3.506 8.766 -8.007  0.554
45 O 4.174 9.149 -6.823  -0.314
46 O 2.998 9.841 -8.773  -0.324
47 O 2.945 7.508 -8.204  -0.264
48 O 0.858 -0.766 -9.314  -0.964
49 Cl 0.194 3.465 -1.425  -0.780
50 Cl -4.089 -0.298 -1.550  -0.667
51 Cl 0.156 -4.461 6.932  -0.870
52 Cl 1.201 -7.074 11.516  -1.014
53 Cl -4.118 -3.132 3.212  -0.407
54 Cl -5.089 6.653 -1.654  -1.028
55 Cl -6.764 -5.812 -6.161  -1.011
56 Cl -3.945 -6.962 3.145  -0.573